# 1
Entry from the OMol25 dataset: a structure of composition C26H18BrCuIN2O8S2 (wB97M-V/def2-TZVPD).

## Properties
Energy relative to the best compared isomer or geometry (same formula, charge and spin) (kcal per mole): 0.0
Frontier orbital gap (alpha / beta) (eV): 6.03 / 5.99
<S²>: 0.753
Spin multiplicity: 2
E (eV): -191070.0675
Total charge: -2

Structure (XYZ):
```
59
Properties=species:S:1:pos:R:3:mulliken_spin:R:1
Cu -0.9436 0.3786 0.2762 0.752
O 0.2226 0.4761 -1.6563 0.021
C 1.3212 1.1539 -1.4872 0.011
C 2.5481 0.7229 -2.0485 0.004
C 3.7169 1.4305 -1.8676 -0.002
C 3.7312 2.6297 -1.1512 0.003
C 2.5429 3.0909 -0.6226 -0.001
C 1.3477 2.3854 -0.7675 -0.019
C 0.1328 2.9650 -0.2172 0.018
N -0.9478 2.2976 -0.1211 0.099
N -2.1287 2.9492 0.2060 0.010
C -3.0713 2.0563 0.3771 0.004
O -2.9612 0.7842 0.3401 0.037
C -4.4430 2.6160 0.6053 0.002
C -4.6343 3.8151 1.2842 0.003
C -5.9170 4.2843 1.5270 0.000
C -7.0208 3.5702 1.0765 0.000
C -6.8323 2.3846 0.3776 0.000
C -5.5494 1.9064 0.1514 0.003
H 2.5507 -0.2055 -2.6051 -0.001
H 4.6396 1.0390 -2.2842 0.000
H 4.6537 3.1766 -1.0019 0.000
H 2.5231 4.0059 -0.0409 0.001
H 0.1375 4.0114 0.0844 0.009
H -3.7613 4.3598 1.6177 -0.001
H -6.0604 5.2086 2.0747 0.000
H -8.0228 3.9284 1.2829 0.000
H -7.6897 1.8298 0.0143 0.000
H -5.3796 0.9741 -0.3710 0.001
O 0.5262 -2.5002 2.3731 0.004
S 0.2593 -2.2493 0.9660 0.001
O -1.0479 -1.5141 0.7468 0.049
O 1.2894 -0.8873 0.5738 -0.010
C 2.4155 -0.6516 1.2990 -0.005
C 3.5395 -1.4376 1.0454 0.000
C 4.7449 -1.1642 1.6608 0.000
C 4.8446 -0.0970 2.5471 0.000
C 3.7226 0.6601 2.8291 0.000
C 2.4969 0.3909 2.2230 0.002
S 1.1191 1.3882 2.8114 0.003
O 1.4258 2.7504 2.4040 0.000
O 1.1424 1.1858 4.2459 0.001
O -0.0870 0.8475 2.1796 0.001
H 3.4378 -2.2532 0.3400 0.000
H 5.6145 -1.7718 1.4373 0.000
H 5.7914 0.1312 3.0224 0.000
H 3.7681 1.4798 3.5344 0.000
Br 2.0360 -4.0591 -4.6863 0.000
C 0.8304 -4.8572 -3.4406 0.000
C 0.7984 -6.2454 -3.4030 0.000
C -0.0719 -6.8854 -2.5369 0.000
C -0.9101 -6.1295 -1.7274 0.000
C -0.8564 -4.7467 -1.7736 0.000
C 0.0236 -4.0734 -2.6266 0.001
I 0.1675 -1.9834 -2.3838 -0.001
H 1.4535 -6.8119 -4.0511 0.000
H -0.0882 -7.9672 -2.4894 0.000
H -1.5972 -6.6171 -1.0472 0.000
H -1.4933 -4.1562 -1.1262 0.000
```

# 2
Entry from the OMol25 dataset: a structure of composition C47H53BrKN5O2P2 (wB97M-V/def2-TZVPD).

## Properties
Energy relative to the best compared isomer or geometry (same formula, charge and spin) (kcal per mole): 18.2
Frontier orbital gap (eV): 6.72
E (eV): -166089.2965

Structure (XYZ):
```
111
Properties=species:S:1:pos:R:3:lowdin_charge:R:1
K -2.0570 1.0092 -0.9563 0.547
N -3.7257 2.3564 0.6644 -0.084
C -4.9113 1.8320 1.3153 -0.229
C -4.5808 0.3930 1.8311 -0.151
N -4.6260 -0.6591 0.7517 -0.156
C -3.7613 -1.8121 1.1074 -0.188
C -3.3284 -2.8155 0.0776 -0.269
N -2.6094 -2.2099 -1.0181 0.001
C -5.9347 -0.9322 0.2721 -0.235
C -6.2903 -0.6304 -1.1885 -0.253
N -5.6544 -1.5059 -2.2061 -0.012
H -3.9284 3.2077 0.1597 -0.004
H -2.9622 2.5000 1.2689 0.010
H -5.2612 2.3879 2.2225 0.117
H -5.6424 1.8672 0.5135 0.100
H -3.5788 0.4532 2.2136 0.082
H -5.2515 0.0103 2.6036 0.114
H -2.8895 -1.4002 1.5060 0.069
H -4.3460 -2.4615 1.8066 0.130
H -2.7097 -3.5904 0.5588 0.115
H -4.1705 -3.3355 -0.3375 0.096
H -1.6275 -2.3028 -0.8901 0.002
H -2.8401 -2.6194 -1.9142 0.063
H -6.1216 -1.9948 0.4477 0.118
H -6.6999 -0.2976 0.7658 0.118
H -7.4322 -0.8589 -1.1964 0.136
H -6.0221 0.3812 -1.5416 0.103
H -6.1424 -1.4747 -3.0602 0.032
H -4.7060 -1.1023 -2.3960 0.069
O -1.2663 0.8690 1.5286 -0.433
P 0.1146 0.8185 2.1089 0.774
C 1.1964 -0.1360 1.0101 -0.292
P 1.2466 -1.9480 0.9134 0.727
O -0.0005 -2.6737 0.6453 -0.309
C 2.5634 -2.1568 -0.3527 -0.245
C 3.2880 -3.3756 -0.2777 -0.068
C 4.3679 -3.6664 -1.1361 -0.071
C 4.7356 -2.7261 -2.0709 -0.093
C 4.0505 -1.5143 -2.1365 -0.086
C 2.9236 -1.2950 -1.3607 -0.086
C 2.0747 -2.6622 2.3685 -0.293
C 3.3606 -2.3646 2.9255 -0.053
C 3.8908 -3.0881 3.9877 -0.068
C 3.1871 -4.2178 4.3637 -0.100
C 1.9977 -4.5548 3.8016 -0.068
C 1.4087 -3.7064 2.8701 -0.122
C 0.8082 2.4489 2.2596 -0.277
C 2.1674 2.8199 2.3830 -0.091
C 2.5581 4.1348 2.2677 -0.081
C 1.5745 5.1134 2.1515 -0.073
C 0.2366 4.8006 2.1305 -0.053
C -0.1314 3.4619 2.0715 -0.061
C 0.2078 -0.0019 3.7975 -0.240
C -0.5980 -1.0692 4.0976 -0.076
C -0.4188 -1.7823 5.3021 -0.066
C 0.5080 -1.3116 6.2066 -0.086
C 1.3111 -0.2326 5.9116 -0.079
C 1.1620 0.3963 4.7158 -0.088
H 2.2430 0.1313 1.1736 0.071
H 1.0628 0.1177 -0.0370 0.034
H 2.8962 -4.1423 0.3629 0.101
H 4.8682 -4.6462 -0.8709 0.127
H 5.5574 -2.9373 -2.7178 0.100
H 4.2324 -0.7559 -2.9064 0.118
H 2.2339 -0.4391 -1.5625 0.105
H 3.9597 -1.6324 2.4018 0.104
H 4.8910 -2.9087 4.4394 0.120
H 3.5852 -4.8607 5.0969 0.092
H 1.4617 -5.4687 4.0060 0.109
H 0.4589 -4.0029 2.4213 0.111
H 3.0023 2.0288 2.3998 0.131
H 3.5928 4.4145 2.2281 0.101
H 1.9124 6.1378 2.0573 0.107
H -0.4754 5.5857 1.9482 0.107
H -1.1197 3.1053 1.9067 0.070
H -1.3280 -1.5470 3.4434 0.109
H -1.1390 -2.5239 5.6459 0.112
H 0.6881 -1.9139 7.0719 0.101
H 2.0675 0.0550 6.6209 0.108
H 1.8315 1.1961 4.5082 0.088
Br -2.2023 4.2491 -1.4692 0.729
C -0.7228 4.4031 -2.7615 -0.534
C -0.9685 5.3327 -3.7569 -0.142
C 0.0507 5.5006 -4.7310 -0.100
C 1.1886 4.7795 -4.5808 -0.083
C 1.4512 3.9442 -3.4869 -0.203
C 2.7690 3.5175 -3.1838 -0.059
C 2.9604 2.7470 -2.0691 -0.122
C 1.8988 2.2032 -1.3932 -0.201
C 0.5903 2.6853 -1.5008 -0.078
C 0.4088 3.6237 -2.5500 -0.306
H -1.8874 5.9078 -3.7432 0.083
H -0.1344 6.0703 -5.6673 0.112
H 2.0300 4.9953 -5.2647 0.114
H 3.5848 3.9483 -3.8183 0.116
H 3.9627 2.4677 -1.8260 0.089
H 2.1463 1.5487 -0.6100 0.016
C 2.9493 -2.0387 -5.2869 -0.040
C 1.6776 -1.5306 -4.8070 -0.311
C 0.8307 -2.2350 -4.0057 -0.037
C -0.2848 -1.6366 -3.3589 -0.109
N -0.6323 -0.3224 -3.4958 0.045
C 0.1869 0.3557 -4.3549 -0.113
C 1.2797 -0.1947 -5.0666 0.000
H 3.4860 -2.2173 -4.3920 0.035
H 3.4353 -1.3030 -5.8998 0.086
H 2.8419 -3.0415 -5.7574 0.110
H 1.0892 -3.2713 -3.8441 0.115
H -0.9665 -2.1465 -2.6704 0.070
H 0.0245 1.4738 -4.3777 0.118
H 1.7594 0.4157 -5.7730 0.090
```

# 3
Entry from the OMol25 dataset: a structure of composition C17H14CoN6O9PS2 (wB97M-V/def2-TZVPD).

## Properties
Energy relative to the best compared isomer or geometry (same formula, charge and spin) (kcal per mole): 41.6
Frontier orbital gap (alpha / beta) (eV): 7.43 / 4.77
<S²>: 6.036
Spin multiplicity: 5
E (eV): -113806.4112

Structure (XYZ):
```
50
Properties=species:S:1:pos:R:3:mulliken_spin:R:1
Co -0.3787 0.6259 -0.4721 2.744
O 3.6327 0.5895 -1.3454 0.004
C 2.5544 1.0238 -0.9681 0.007
O 1.6157 0.2977 -0.4586 0.053
C 2.3092 2.5197 -1.0149 0.007
C 3.4023 3.3528 -0.9751 -0.009
C 3.2286 4.7286 -0.9488 0.012
C 1.9761 5.2935 -0.9535 -0.007
C 0.8750 4.4626 -0.9944 0.022
C 0.9973 3.0587 -1.0673 -0.013
O -0.0416 2.2888 -1.2372 0.123
N -0.4410 5.1177 -0.9513 0.000
O -0.5135 6.2579 -1.3735 0.002
O -1.3985 4.4780 -0.5617 0.004
N 4.4024 5.6070 -0.8957 -0.001
O 4.2130 6.8063 -0.8241 0.002
O 5.5002 5.0852 -0.9024 0.002
H 4.3955 2.9263 -0.9643 0.000
H 1.8489 6.3641 -0.9211 -0.001
S -2.7350 0.6475 -0.2971 0.757
C -2.9247 -0.4624 1.0002 0.002
C -4.1304 -1.1814 1.0795 0.081
C -4.3100 -2.1627 2.0305 -0.026
C -5.5329 -2.9269 2.0459 0.007
N -6.5057 -3.5372 2.0368 -0.019
C -3.2945 -2.4074 2.9698 0.088
C -2.1234 -1.6659 2.9404 -0.021
C -1.9140 -0.7079 1.9607 0.049
S -0.3902 0.1903 1.9440 0.078
C -3.4633 -3.4140 3.9858 -0.016
N -3.5840 -4.2061 4.8089 0.050
H -4.9119 -0.9847 0.3580 -0.005
H -1.3608 -1.8514 3.6847 -0.001
N 1.5206 -2.2915 1.6747 0.001
C 1.6678 -2.5054 0.2256 0.002
P 0.0162 -2.7213 -0.4748 -0.001
O -0.8702 -3.4955 0.4243 0.003
O -0.4870 -1.3813 -1.0541 0.008
C 0.3067 -3.5973 -2.0938 0.002
N -0.5381 -2.8623 -3.0945 0.000
H 1.0167 -3.0635 2.0966 0.000
H 0.4184 -0.9521 1.9840 0.003
H 2.4269 -2.2099 2.1187 0.000
H 2.2724 -3.3871 -0.0214 0.000
H 2.1041 -1.6158 -0.2367 0.000
H 0.0270 -4.6456 -2.0495 0.000
H 1.3473 -3.5009 -2.3981 0.000
H -1.4524 -3.2938 -3.2076 0.000
H -0.1019 -2.7618 -4.0065 0.000
H -0.6716 -1.9289 -2.6055 0.005
```

# 4
Entry from the OMol25 dataset: a structure of composition C21H19IMnN4O5S4 (wB97M-V/def2-TZVPD).

## Properties
Energy relative to the best compared isomer or geometry (same formula, charge and spin) (kcal per mole): 1.9
Frontier orbital gap (alpha / beta) (eV): 5.86 / 6.67
<S²>: 8.974
Spin multiplicity: 6
E (eV): -121045.2476
Total charge: -2

Structure (XYZ):
```
55
Properties=species:S:1:pos:R:3:mulliken_spin:R:1
Mn -0.1353 0.7063 -0.4530 4.282
C -1.3655 -1.8137 3.2507 -0.010
C -1.9963 -2.4028 2.0294 0.003
N -2.7539 -3.4597 2.1447 0.000
C -3.2982 -4.0045 1.0291 0.007
C -3.0955 -3.5016 -0.2247 -0.003
C -3.7314 -4.1798 -1.4042 -0.001
O -2.8416 -5.0589 -2.1107 0.000
C -2.2914 -2.3437 -0.3865 -0.003
C -2.0383 -1.7924 -1.7167 -0.004
N -1.5889 -0.6103 -1.8076 0.017
C -1.0262 0.0131 -2.9388 -0.142
C -1.2942 -0.1997 -4.2846 -0.019
C -0.5673 0.5320 -5.2187 0.025
C 0.4047 1.4411 -4.7996 -0.021
C 0.6561 1.6408 -3.4434 0.050
C -0.0854 0.9350 -2.5152 -0.191
I -1.9738 2.5808 -0.1589 -0.036
C -1.6968 -1.7460 0.7581 -0.001
O -0.9023 -0.7502 0.8021 0.057
H -1.9126 -2.1371 4.1354 0.000
H -1.3200 -0.7286 3.1856 0.006
H -0.3260 -2.1477 3.3359 0.003
H -3.9258 -4.8775 1.1728 0.001
H -4.1389 -3.4436 -2.1053 0.000
H -4.5569 -4.8070 -1.0659 0.000
H -1.9794 -4.6304 -2.1281 0.000
H -2.1649 -2.4274 -2.6046 -0.002
H -2.0514 -0.9092 -4.5982 -0.003
H -0.7581 0.3922 -6.2756 0.002
H 0.9658 2.0024 -5.5388 -0.001
H 1.4105 2.3450 -3.1123 -0.002
O 2.1233 -1.3707 7.5737 0.026
C 2.0422 -1.1292 6.3886 0.018
S 2.7945 -2.1035 5.1310 0.004
C 2.3536 -1.1454 3.7153 0.136
C 1.5806 0.0124 3.9948 0.063
S 0.9648 1.1382 2.9376 0.413
S 1.2345 0.2748 5.7108 -0.005
S 2.8990 -1.7112 2.2385 0.342
C 3.4430 -2.5705 -1.5924 0.000
C 2.3694 -1.5879 -1.2360 0.012
N 1.1397 -1.8580 -1.0538 0.001
O 0.8143 -3.2164 -1.2373 0.005
C 2.7668 -0.1809 -0.9829 0.039
C 4.1871 0.2801 -1.0039 0.000
N 1.8122 0.5892 -0.6260 -0.118
O 1.8813 1.8300 -0.2613 0.039
H 3.0293 -3.5385 -1.8552 0.000
H 4.1125 -2.6976 -0.7387 0.002
H 4.0392 -2.1918 -2.4246 0.000
H -0.0377 -3.2520 -0.7791 0.002
H 4.8025 -0.3025 -0.3147 0.005
H 4.2116 1.3221 -0.6917 -0.002
H 4.6275 0.1948 -2.0021 0.001
```